(1)
Entry from the OMol25 dataset: a structure of composition C50H41IrN4O3P2STe in a non-equilibrium geometry (ωB97M-V/def2-TZVPD).

**Maximum force**: 1.15 eV/A
**Charge**: +1
**Multiplicity**: 2
**Lowest unoccupied orbital energy (spin up / spin down)**: -3.58 / -4.10 eV
**Kohn-Sham gap (spin up / spin down)**: 6.13 / 5.66 eV
**E**: -104157.040 eV
**ΔE to the lowest compared entry with this formula, charge and spin**: 262.23 kJ/mol
**⟨S²⟩**: 0.76

Cartesian coordinates (Å):
Ir (-0.35149, 1.37392, 1.63681)
C (3.62592, 3.76574, 2.03912)
O (4.18746, 2.49145, 1.73541)
C (3.79086, 1.48021, 2.57044)
C (4.71875, 0.88685, 3.39126)
C (4.37811, -0.18761, 4.22356)
C (3.08893, -0.64453, 4.22541)
C (2.11156, -0.07547, 3.37857)
C (0.79299, -0.62734, 3.47007)
N (-0.23669, -0.28284, 2.76307)
N (-1.45194, -0.91048, 3.04849)
C (-2.43853, -0.18876, 2.61266)
O (-2.28238, 0.96304, 1.99882)
C (-3.83123, -0.65331, 2.80547)
C (-4.89196, 0.10603, 2.31938)
C (-6.19623, -0.33361, 2.48283)
C (-6.44740, -1.53070, 3.13702)
C (-5.39192, -2.28452, 3.63279)
C (-4.08855, -1.84895, 3.47017)
C (2.45774, 0.99742, 2.51293)
O (1.65840, 1.52257, 1.61076)
H (4.10760, 4.48093, 1.37672)
H (3.83146, 4.03569, 3.07819)
H (2.54896, 3.77046, 1.86503)
H (5.72807, 1.27741, 3.37549)
H (5.12257, -0.63579, 4.86463)
H (2.79856, -1.45984, 4.87564)
H (0.61083, -1.39449, 4.21990)
H (-4.68541, 1.04313, 1.82126)
H (-7.01875, 0.25965, 2.10617)
H (-7.46449, -1.87361, 3.26804)
H (-5.58743, -3.21218, 4.15278)
H (-3.25906, -2.42447, 3.85615)
Te (3.21246, 0.41132, -0.80331)
C (3.94946, -0.76616, -2.38922)
C (5.14258, -1.44954, -2.21176)
C (5.65767, -2.17452, -3.27887)
N (5.06527, -2.26670, -4.46344)
C (3.92081, -1.60599, -4.62237)
C (3.33100, -0.83894, -3.63030)
C (1.17237, -0.30303, -0.88791)
P (1.07514, -1.79408, 0.03736)
C (2.30833, -2.96748, -0.60119)
C (3.28605, -3.46200, 0.25400)
C (4.17950, -4.42540, -0.19657)
C (4.09479, -4.89287, -1.49863)
C (3.12121, -4.39736, -2.35818)
C (2.22946, -3.43833, -1.91205)
C (-0.46663, -2.72378, -0.22959)
C (-1.20759, -2.66837, -1.40669)
C (-2.34364, -3.44785, -1.55990)
C (-2.73957, -4.30291, -0.54170)
C (-1.98945, -4.38745, 0.62248)
C (-0.86131, -3.59924, 0.78077)
P (-0.00735, 1.02456, -0.58556)
C (0.70925, 2.39107, -1.58919)
C (1.05193, 3.63448, -1.07657)
C (1.60485, 4.61889, -1.89007)
C (1.84410, 4.36441, -3.22633)
C (1.53944, 3.11361, -3.74828)
C (0.98496, 2.14101, -2.94082)
C (-1.54081, 0.59566, -1.49240)
C (-1.44467, 0.07244, -2.78681)
C (-2.58093, -0.21778, -3.51971)
C (-3.83799, -0.00901, -2.96749)
C (-3.94573, 0.48789, -1.68060)
C (-2.80452, 0.79393, -0.94786)
H (5.65802, -1.44083, -1.26038)
H (6.58667, -2.72215, -3.16627)
H (3.45788, -1.68481, -5.59961)
H (2.40367, -0.31725, -3.82922)
H (3.35127, -3.09180, 1.27049)
H (4.93879, -4.81063, 0.47085)
H (4.78679, -5.64764, -1.84757)
H (3.06467, -4.75400, -3.37798)
H (1.46427, -3.05908, -2.57814)
H (-0.88329, -2.03083, -2.21553)
H (-2.90641, -3.40093, -2.48284)
H (-3.62570, -4.91233, -0.65925)
H (-2.28737, -5.06521, 1.41099)
H (-0.27911, -3.67198, 1.69110)
H (0.93684, 3.82969, -0.02840)
H (1.86058, 5.58020, -1.46447)
H (2.28713, 5.12272, -3.85704)
H (1.74569, 2.89416, -4.78740)
H (0.78580, 1.17068, -3.36342)
H (-0.47952, -0.15632, -3.21029)
H (-2.48596, -0.62441, -4.51767)
H (-4.72568, -0.25505, -3.53430)
H (-4.92112, 0.62531, -1.23158)
H (-2.90418, 1.15106, 0.06469)
S (-0.72209, 3.65644, 2.02025)
C (-2.29134, 4.00926, 1.36971)
N (-2.49682, 3.90898, 0.03827)
C (-3.65347, 4.21694, -0.58052)
C (-4.71527, 4.66651, 0.15093)
C (-4.56310, 4.77343, 1.53970)
C (-3.36915, 4.45076, 2.14334)
H (-1.71586, 3.57745, -0.52234)
H (-3.67326, 4.07338, -1.65072)
H (-5.63969, 4.92734, -0.34048)
H (-5.39732, 5.09987, 2.14584)
H (-3.23811, 4.51457, 3.21298)

Cartesian forces, eV/Å:
0.16 -0.34 0.24
-0.02 0.03 0.00
0.01 -0.08 0.00
-0.01 -0.07 -0.06
-0.03 0.02 0.03
0.00 0.01 -0.02
0.00 0.06 -0.04
-0.11 0.12 -0.07
0.03 -0.04 -0.10
-0.25 -0.24 -0.38
0.10 0.06 -0.07
0.08 -0.03 -0.03
-0.33 0.07 -0.03
0.02 0.03 0.04
0.04 -0.02 0.00
0.01 0.00 0.01
0.01 0.00 0.01
-0.01 0.00 0.00
0.03 -0.02 -0.01
-0.12 -0.46 -0.15
0.62 0.93 0.28
0.00 -0.01 0.00
0.01 0.01 -0.02
-0.02 0.00 0.01
0.01 0.02 0.01
0.02 0.00 0.01
-0.02 -0.01 0.02
0.00 -0.01 -0.03
0.00 0.03 -0.02
-0.01 0.01 -0.01
-0.03 -0.01 0.00
0.00 -0.02 0.01
0.01 -0.02 -0.01
-0.18 -0.17 -0.11
0.00 0.04 -0.01
-0.03 0.02 -0.02
0.02 -0.05 0.04
-0.02 -0.01 -0.04
-0.01 0.03 -0.01
0.00 -0.03 -0.01
0.27 0.27 0.62
-0.06 -0.25 -0.18
0.04 0.09 -0.03
0.03 0.03 0.00
0.00 0.01 0.00
-0.01 0.00 0.01
0.01 0.02 -0.02
-0.02 -0.08 0.07
-0.08 0.14 -0.04
0.07 -0.10 -0.01
0.04 0.00 0.00
-0.02 0.00 0.00
-0.03 0.01 0.03
-0.02 0.07 0.03
0.13 -0.36 0.08
-0.14 0.08 -0.06
-0.02 -0.09 0.04
0.01 0.00 0.02
0.03 0.02 0.02
-0.02 -0.04 -0.01
-0.15 0.04 0.06
0.05 0.03 -0.03
-0.15 0.16 0.05
0.03 0.05 -0.02
-0.01 -0.02 0.00
-0.01 0.03 0.01
0.02 0.02 -0.01
0.02 -0.02 0.01
0.02 0.01 0.01
-0.03 -0.01 -0.02
0.01 0.00 0.00
0.00 0.02 0.01
0.00 -0.01 0.01
0.02 0.00 -0.01
0.00 -0.01 -0.01
0.00 -0.01 -0.01
0.01 -0.17 0.10
-0.03 0.02 -0.01
0.00 -0.01 0.00
0.00 -0.01 0.02
-0.01 0.05 0.06
-0.13 0.07 0.32
0.02 -0.01 0.02
-0.01 0.03 -0.01
0.01 -0.02 0.00
0.04 0.04 -0.05
0.02 -0.04 -0.03
0.01 -0.02 -0.02
-0.02 0.01 -0.01
0.00 0.00 0.02
0.00 0.00 0.06
-0.13 0.10 -0.64
0.17 0.04 0.11
0.10 -0.04 -0.01
-0.13 -0.02 0.02
0.05 -0.01 -0.03
0.04 -0.03 0.01
-0.04 0.04 -0.02
0.02 0.02 0.02
0.01 0.01 -0.01
-0.01 -0.03 0.00
0.00 0.03 0.01
0.00 0.01 0.00

=====

(2)
Entry from the OMol25 dataset: a structure of composition C16H13NO6PtS2 (ωB97M-V/def2-TZVPD).

**Maximum force**: 0.22 eV/A
**Charge**: -2
**Multiplicity**: 3
**Lowest unoccupied orbital energy (spin up / spin down)**: 4.64 / 4.54 eV
**Kohn-Sham gap (spin up / spin down)**: 5.65 / 7.03 eV
**E**: -55497.011 eV
**⟨S²⟩**: 2.01

Cartesian coordinates (Å):
Pt (0.18747, -0.10310, -0.66192)
O (2.17044, 0.50446, -1.94876)
C (3.16885, -0.26829, -1.89655)
O (4.29014, -0.01419, -1.42831)
C (2.99921, -1.61983, -2.58133)
C (4.00793, -2.00714, -3.46007)
C (3.94060, -3.18783, -4.18209)
C (2.84750, -4.02684, -4.00457)
C (1.85036, -3.67024, -3.11342)
C (1.89737, -2.46789, -2.39582)
S (0.58185, -2.23188, -1.23548)
H (4.86291, -1.34838, -3.55184)
H (4.73564, -3.45654, -4.86894)
H (2.77375, -4.95990, -4.55294)
H (1.00339, -4.32733, -2.95339)
C (4.83778, 3.57652, 3.52209)
C (3.68728, 3.51319, 2.55097)
C (2.53627, 4.26392, 2.75694)
C (1.46364, 4.18094, 1.87464)
C (1.55100, 3.34525, 0.77468)
C (2.69545, 2.58771, 0.54678)
C (3.75125, 2.67631, 1.43663)
S (0.17131, 3.16846, -0.34247)
O (-0.75406, 4.22809, 0.01718)
O (0.71076, 3.16371, -1.67388)
N (-0.45273, 1.73468, 0.00309)
C (-1.39550, 1.72851, 1.12477)
C (-2.00930, 0.34821, 1.38831)
O (-2.93968, 0.30292, 2.20287)
O (-1.49386, -0.64385, 0.78160)
H (4.69666, 4.37707, 4.25039)
H (5.78323, 3.74940, 3.00369)
H (4.93756, 2.63685, 4.07085)
H (2.47201, 4.91868, 3.62059)
H (0.56304, 4.76175, 2.02479)
H (2.74301, 1.91343, -0.30538)
H (4.62815, 2.06312, 1.25699)
H (-2.21116, 2.43081, 0.95804)
H (-0.90146, 2.03164, 2.05840)

Cartesian forces, eV/Å:
0.10 0.14 -0.07
0.01 -0.04 0.22
-0.08 0.12 -0.09
0.05 -0.03 0.04
-0.04 -0.03 0.04
0.02 -0.01 -0.01
0.00 0.00 0.00
-0.01 0.00 -0.01
0.01 0.00 0.00
0.04 0.01 0.01
-0.03 -0.03 0.01
0.00 0.00 0.00
0.00 0.00 0.00
0.00 0.00 0.00
0.00 0.00 0.00
0.00 0.00 0.00
0.00 0.01 0.01
0.02 -0.01 0.00
0.02 0.01 -0.02
-0.02 -0.02 -0.01
-0.03 -0.13 0.00
-0.02 -0.02 -0.03
-0.04 0.00 -0.16
0.01 -0.02 0.03
-0.03 0.04 0.11
0.01 0.01 -0.02
0.01 0.01 -0.01
0.12 -0.09 0.06
-0.02 0.02 -0.02
-0.13 -0.03 -0.01
0.00 0.00 0.00
0.00 0.00 0.00
0.00 0.00 0.00
0.00 0.00 0.00
0.00 -0.01 0.00
0.02 0.05 -0.07
0.02 0.03 0.01
0.00 0.01 -0.01
-0.01 -0.01 0.00

=====

(3)
Entry from the OMol25 dataset: an isolated molecule of C4H5NO2 (ωB97M-V/def2-TZVPD).

**Maximum force**: 0.54 eV/A
**Charge**: 0
**SMILES**: O=CC(=O)N1CC1
**Lowest unoccupied orbital energy**: -0.50 eV
**Kohn-Sham gap**: 9.24 eV
**E**: -9811.959 eV
**ΔE to the lowest compared entry with this formula, charge and spin**: 227.25 kJ/mol

Cartesian coordinates (Å):
O (1.57204, 0.98223, -0.87436)
C (1.82417, 0.09920, -0.09399)
C (0.79346, -0.87413, 0.49900)
O (1.25528, -1.89764, 0.94119)
N (-0.59574, -0.63718, 0.49968)
C (-1.24775, -0.13108, -0.72130)
C (-1.15869, 0.71648, 0.48151)
H (2.85530, -0.15052, 0.22340)
H (-2.16455, -0.66010, -0.96897)
H (-0.62411, 0.15619, -1.56542)
H (-0.49329, 1.57530, 0.43584)
H (-2.01612, 0.82125, 1.14342)

Cartesian forces, eV/Å:
0.08 -0.36 0.39
0.00 0.41 -0.33
0.00 -0.39 0.17
-0.19 0.43 -0.19
0.19 -0.25 0.10
-0.13 0.05 -0.29
-0.05 0.28 0.02
-0.11 0.05 -0.03
0.14 0.12 0.08
-0.07 -0.11 0.22
-0.05 -0.20 0.00
0.18 -0.03 -0.15

=====

(4)
Entry from the OMol25 dataset: an isolated molecule of C2H5NO in a non-equilibrium geometry (ωB97M-V/def2-TZVPD).

**Maximum force**: 2.84 eV/A
**Charge**: 0
**SMILES**: CC(N)=O
**Lowest unoccupied orbital energy**: 0.91 eV
**Kohn-Sham gap**: 10.87 eV
**E**: -5692.166 eV
**ΔE to the lowest compared entry with this formula, charge and spin**: 102.61 kJ/mol

Cartesian coordinates (Å):
C (-1.02319, -0.06510, 0.03481)
C (0.43183, 0.63716, 0.03537)
N (1.30768, -0.37732, -0.08346)
O (0.61089, 1.82888, 0.12688)
H (-1.47842, 0.22232, 0.97674)
H (-1.22652, -1.17111, -0.04052)
H (-1.54417, 0.35597, -0.81919)
H (2.32639, -0.33620, -0.11924)
H (0.59551, -1.09460, -0.11141)

Cartesian forces, eV/Å:
-0.13 0.88 0.07
-1.18 -0.03 0.05
-0.43 0.24 0.04
-0.15 -0.58 -0.04
-0.35 0.34 -0.08
1.10 0.81 0.02
-0.33 0.32 0.17
-0.77 -0.25 0.01
2.25 -1.73 -0.23

=====

(5)
Entry from the OMol25 dataset: an isolated molecule of C6H12 (ωB97M-V/def2-TZVPD).

**Maximum force**: 0.32 eV/A
**Charge**: 0
**SMILES**: CC(C)C1CC1
**Lowest unoccupied orbital energy**: 1.24 eV
**Kohn-Sham gap**: 11.39 eV
**E**: -6415.771 eV
**ΔE to the lowest compared entry with this formula, charge and spin**: 112.87 kJ/mol

Cartesian coordinates (Å):
C (1.80939, 0.92441, 0.21379)
C (0.31474, 0.72118, -0.10945)
C (-0.52651, 1.32601, 1.01539)
C (0.06102, -0.77711, -0.33051)
C (-1.16357, -1.56032, 0.07296)
C (-0.83078, -1.39045, -1.38043)
H (2.46543, 0.41851, -0.50532)
H (2.07415, 1.98697, 0.21000)
H (2.05757, 0.52830, 1.20852)
H (0.10312, 1.26974, -1.03896)
H (-1.59469, 1.35415, 0.77459)
H (-0.40763, 0.74005, 1.93437)
H (-0.20329, 2.35235, 1.22533)
H (0.99185, -1.31525, -0.16923)
H (-1.01525, -2.53735, 0.52740)
H (-2.04411, -1.03829, 0.44024)
H (-1.49167, -0.74905, -1.96191)
H (-0.45633, -2.24969, -1.93236)

Cartesian forces, eV/Å:
0.02 0.03 -0.02
0.07 0.03 -0.02
-0.07 0.01 0.04
0.25 -0.03 0.10
-0.12 -0.02 0.18
0.02 0.01 -0.20
-0.20 0.09 0.03
-0.08 -0.11 0.02
-0.14 0.03 -0.16
-0.02 -0.14 0.13
0.14 -0.03 0.00
0.00 0.08 -0.11
-0.08 -0.13 -0.04
-0.20 -0.24 -0.10
0.00 0.20 -0.08
0.23 0.03 -0.04
0.23 0.00 0.15
-0.06 0.18 0.10

=====

(6)
Entry from the OMol25 dataset: a cluster of 9 separate species, C7H32O9 in total in a non-equilibrium geometry (ωB97M-V/def2-TZVPD).

**Maximum force**: 13.38 eV/A
**Charge**: 0
**Lowest unoccupied orbital energy**: 0.32 eV
**Kohn-Sham gap**: 9.59 eV
**E**: -26196.451 eV
**ΔE to the lowest compared entry with this formula, charge and spin**: 834.69 kJ/mol

Cartesian coordinates (Å):
O (0.86275, 0.54815, -0.62773)
H (0.68875, 1.49715, -0.46273)
H (1.51875, 0.24015, -0.15673)
H (0.22375, -0.02685, -0.27773)
O (-0.77025, -1.01685, 0.66127)
H (-0.31725, -1.59585, 1.37427)
C (-1.00425, 3.15315, 0.97527)
O (0.37175, 3.09515, 0.46327)
H (-1.50225, 3.78115, 0.56427)
H (-0.87325, 3.35415, 2.09027)
H (-1.40525, 2.12315, 0.95027)
H (0.99875, 3.69015, 0.79727)
C (2.72875, -2.63285, -1.08473)
O (3.19375, -1.35785, -0.50673)
H (2.84575, -2.55885, -2.24673)
H (1.50375, -2.56085, -1.02673)
H (3.25675, -3.37985, -0.64273)
H (4.10375, -1.17985, -0.65573)
C (-3.87425, 0.12415, -0.61273)
O (-2.46425, 0.42815, -0.83873)
H (-4.41625, -0.47785, -1.21773)
H (-4.38025, 1.15615, -0.38473)
H (-4.03925, -0.29285, 0.30627)
H (-1.92425, -0.23285, -0.31873)
C (-1.43725, -0.65485, 4.01927)
O (-1.86725, 0.19115, 2.99427)
H (-1.73025, -1.68685, 3.80127)
H (-2.08925, -0.13585, 4.99327)
H (-0.49825, -0.48285, 4.27327)
H (-1.54125, -0.21985, 2.13627)
C (-2.15825, -3.45685, -1.92573)
O (-0.88725, -2.92985, -1.59273)
H (-2.11525, -4.51085, -1.52873)
H (-2.26825, -3.46385, -3.01073)
H (-3.05325, -2.83685, -1.32873)
H (-1.02425, -2.26385, -0.80273)
C (2.14075, 2.01815, -4.42873)
O (2.16075, 1.14715, -3.32773)
H (2.55275, 1.43115, -5.23173)
H (2.60275, 2.94815, -4.16873)
H (1.13175, 2.33415, -4.50173)
H (1.57175, 0.52015, -3.32273)
C (1.90375, 0.95815, 2.78527)
O (2.69475, 1.09715, 1.59027)
H (2.36975, 0.36415, 3.60327)
H (0.92975, 0.53615, 2.65927)
H (1.81275, 1.92015, 3.24827)
H (3.47275, 1.29915, 1.94527)

Cartesian forces, eV/Å:
-2.75 4.02 -5.66
-0.07 0.78 0.61
7.39 -2.05 3.98
-4.62 -2.87 1.89
1.53 -1.11 1.40
-1.09 1.31 -2.06
7.69 -7.95 7.52
-1.90 -2.23 -1.85
-6.08 7.62 -5.26
-0.63 0.00 -1.30
0.10 0.65 -0.43
0.76 1.40 1.03
-3.68 4.87 -3.37
-2.09 -0.70 0.22
0.26 -0.54 2.01
3.26 -0.82 0.51
0.85 -2.59 1.11
1.13 -0.15 -0.46
1.84 5.49 1.85
-0.91 -1.34 0.11
-1.10 -1.51 -3.08
0.59 -1.70 -1.23
0.27 -1.45 2.79
-0.76 0.57 -0.34
-6.75 1.68 1.88
0.58 -0.22 -1.91
0.26 0.00 0.55
1.73 -2.19 -2.25
4.60 0.19 1.02
-0.41 0.60 0.49
-1.10 0.19 2.42
-0.34 2.28 1.83
-0.79 0.78 -0.56
-0.37 0.14 0.13
2.13 -1.69 -1.88
0.66 -1.49 -1.62
-0.78 -1.03 0.90
6.00 5.14 1.83
0.08 0.76 -1.02
1.18 0.14 0.02
-1.27 0.13 -1.23
-5.23 -5.11 -0.47
0.70 -0.08 1.11
-5.52 -1.77 -1.16
0.22 -0.13 -0.87
-0.55 -0.14 -0.82
-0.46 0.83 0.13
5.44 1.31 1.52